Record 1
72
Properties=species:S:1:pos:R:3:forces:R:3 method="wB97M-V/def2-TZVPD" gap_ev="4.47 / 3.64" homo_energy_ev="-18.2162 / -18.5993" total_charge=+4 spin_multiplicity=5 s2=6.13
Pd -0.4986 -1.1331 -1.8832 0.22 -0.41 -0.80
C -1.5245 -1.3220 -5.1598 -0.59 0.21 0.46
C -1.5470 0.1746 -5.0157 -0.13 0.38 0.45
S -0.5324 0.7336 -3.6364 0.60 0.34 -0.12
C 1.1101 0.6342 -4.4367 0.26 -0.15 -0.01
C 2.1891 0.5089 -3.3593 0.15 -0.20 -0.29
S 1.9173 -0.8973 -2.2803 0.75 -0.07 0.47
C 2.3257 -2.3149 -3.3418 0.01 0.03 0.21
C 1.9428 -3.5478 -2.5261 -0.14 0.08 -0.95
S 0.1848 -3.5374 -2.1504 -0.37 -0.41 -0.30
C -0.5016 -4.1191 -3.7624 0.40 -0.38 1.11
C -1.9559 -3.7237 -3.7785 0.59 0.10 -0.61
S -2.2243 -1.9577 -3.5905 -0.61 -0.04 -0.11
H -0.5265 -1.7018 -5.3035 0.29 -0.19 -0.20
H -2.1825 -1.5842 -5.9866 0.03 -0.35 0.01
H -2.5508 0.5531 -4.8313 -0.10 -0.06 0.02
H -1.1632 0.7204 -5.8601 0.10 0.00 -0.62
H 1.3040 1.5497 -5.0018 -0.29 -0.01 -0.02
H 1.0977 -0.2107 -5.1632 0.17 0.52 0.64
H 2.2428 1.3700 -2.6688 -0.04 -0.22 -0.56
H 3.1806 0.3391 -3.8142 -0.35 0.37 0.14
H 3.3976 -2.2847 -3.5311 0.09 -0.04 0.04
H 1.8132 -2.2480 -4.3092 -0.01 -0.10 0.28
H 2.4467 -3.5810 -1.5788 0.42 0.01 0.41
H 2.1661 -4.4699 -3.0753 -0.01 0.13 0.15
H -0.3722 -5.2243 -3.7321 -0.11 0.73 -0.33
H 0.0736 -3.6620 -4.5686 -0.07 -0.24 0.02
H -2.5420 -4.2573 -3.0622 -0.38 -0.17 0.68
H -2.3473 -3.9790 -4.7395 -0.49 -0.23 -0.72
C 0.6111 -2.9603 7.0894 0.06 0.59 -0.33
C 0.6204 -2.5049 5.6638 0.02 -0.41 -1.02
C 0.5950 -3.4198 4.5766 0.21 1.13 1.26
C 0.6159 -3.0227 3.1937 -0.28 -0.34 -0.03
C 0.6040 -4.1295 2.2126 0.39 -0.38 -0.20
C 0.6188 -1.6419 2.8831 0.10 -0.34 -0.26
C 0.5201 -1.1197 1.5198 -0.26 -0.96 -1.67
O 0.2228 -1.7973 0.5258 0.26 0.79 1.28
C 0.6623 -0.7403 3.9279 -0.38 0.42 0.16
C 0.6429 0.7342 3.8213 0.14 0.57 -0.31
C 0.6150 -1.1717 5.2949 0.17 -0.85 0.24
H 0.0687 -3.8769 7.1815 -0.20 -0.68 0.14
H 0.1227 -2.2212 7.7112 -0.07 0.18 0.17
H 1.6252 -3.0872 7.4666 0.08 -0.10 -0.05
H 0.5637 -4.4571 4.8428 -0.03 -0.56 -0.23
H 1.0541 -5.0435 2.6319 0.15 0.43 -0.06
H 1.0526 -3.8652 1.2483 -0.20 -0.12 0.35
H -0.4231 -4.4683 2.0263 -0.22 0.33 -0.08
H 0.7187 -0.0432 1.3735 -0.02 -0.23 0.14
H 0.4718 1.2101 2.8534 0.34 -0.43 0.02
H 1.5794 1.1164 4.2435 -0.15 0.12 0.09
H -0.1875 1.0629 4.4339 -0.01 0.27 0.47
H 0.5494 -0.4212 6.0607 0.07 0.31 0.22
F -2.2806 3.8861 3.2807 0.47 0.33 -0.94
C -1.6810 4.3162 2.1657 -0.49 -1.39 0.75
C -1.3259 5.6260 2.0709 -0.01 1.94 0.45
F -1.6288 6.4204 3.0860 0.30 -0.56 -0.85
C -0.6628 6.1910 0.9055 -0.50 -2.36 0.44
C -0.3525 5.2162 -0.1032 0.62 1.17 -1.15
C -0.7791 3.9429 -0.0172 -0.09 -1.75 -0.65
F -0.5154 3.1044 -1.0301 0.07 0.54 0.26
C -1.4393 3.3798 1.1084 -0.07 1.62 0.55
C -1.8135 2.0332 1.1748 0.03 -0.26 -0.53
C -1.6939 1.1712 0.0613 0.80 -1.65 -1.64
N -1.4585 0.3563 -0.7411 -0.85 1.67 1.74
C -2.1733 1.2989 2.3201 0.15 1.94 -1.67
N -2.3780 0.5776 3.1649 -0.57 -1.85 2.25
F 0.3311 5.5677 -1.1976 -0.70 -0.31 1.06
C -0.3440 7.5096 0.7305 0.57 1.93 0.21
C -0.6442 8.5318 1.6785 0.42 -2.18 -1.70
N -0.9306 9.3987 2.3538 -0.54 1.81 1.50
C 0.3622 8.0027 -0.4035 -0.41 -0.19 0.61
N 0.9610 8.5098 -1.2438 0.24 0.16 -0.41

Record 2
10
Properties=species:S:1:pos:R:3:forces:R:3 method="wB97M-V/def2-TZVPD" e_above_lowest_kj_mol=482.8 gap_ev=9.12 homo_energy_ev=-9.4946
N -0.6188 -0.2648 -0.9628 0.01 0.35 -0.12
C -0.4313 0.9580 -1.1599 -0.13 -0.35 -0.14
O 0.3687 1.7127 -0.3078 0.23 0.03 0.23
C 1.4270 1.2295 0.3245 -0.29 -0.09 -0.29
C -0.0700 -1.5775 1.8992 0.20 -0.36 1.08
N 0.1334 -1.9331 2.9795 -0.23 0.38 -1.19
H -1.2340 -0.6672 -1.6675 0.06 0.07 0.07
H -0.8576 1.5953 -1.9355 0.06 -0.09 0.10
H 1.5411 0.1827 -0.0602 0.05 0.11 0.09
H -0.2585 -1.2358 0.8905 0.04 -0.06 0.16

Record 3
13
Properties=species:S:1:pos:R:3:forces:R:3 method="wB97M-V/def2-TZVPD" e_above_lowest_kj_mol=824.2 gap_ev="8.43 / 8.48" homo_energy_ev="-9.1998 / -8.6903"
C -0.6935 1.6238 0.1692 -0.08 0.12 -0.03
C -0.0809 0.3074 0.1750 0.21 -1.46 0.62
C 1.8327 -0.4669 -2.0825 0.12 0.12 -0.13
N 0.4119 -0.7633 0.2344 -0.61 0.90 0.09
N 1.4211 0.4725 -1.3739 0.77 0.22 -1.07
C -1.1448 -0.8541 1.7302 -0.50 -0.47 0.64
C -1.4661 -1.8093 2.4207 0.18 0.47 -0.36
H -0.0988 2.2923 -0.4501 -0.02 -0.04 0.04
H -1.7078 1.5377 -0.2224 0.06 0.01 0.01
H -0.7464 1.9798 1.1978 0.02 -0.02 -0.06
H 2.4913 -0.2197 -2.9295 -0.08 -0.01 0.10
H 1.6048 -1.5287 -1.9426 -0.08 0.15 0.15
H -1.8234 -2.5714 3.0737 0.00 0.01 -0.01

Record 4
160
Properties=species:S:1:pos:R:3:forces:R:3 method="wB97M-V/def2-TZVPD" gap_ev=5.95 homo_energy_ev=-9.6403 total_charge=+1
In -0.1566 0.6662 0.5045 -0.22 0.39 -0.06
C 5.0033 3.5534 1.5050 -0.07 -0.06 -0.20
C 4.4362 2.1681 1.1648 0.04 0.11 -0.05
C 5.5235 1.1104 1.3240 -0.23 0.08 -0.20
C 3.2525 1.9504 2.0518 -0.31 -0.10 -0.09
C 3.2636 1.6576 3.4232 -0.21 0.00 0.18
C 1.9518 1.7801 3.8116 0.16 -0.24 0.13
N 1.2172 2.1276 2.7388 0.02 -0.25 0.20
N 2.0136 2.2204 1.6583 0.38 0.34 -0.78
B -0.0583 2.9996 2.8970 -0.03 -0.09 -0.08
N -1.2094 2.1704 3.4888 0.02 0.29 0.47
C -1.9045 2.5617 4.5689 -0.35 -0.09 0.24
C -2.9291 1.6684 4.7763 0.24 0.14 -0.03
C -2.7889 0.7289 3.7487 -0.02 0.29 0.07
N -1.7356 1.0396 2.9864 -0.07 -0.60 -0.45
C -3.7691 -0.3833 3.5110 0.17 -0.27 -0.07
C -3.5424 -1.1016 2.1901 -0.14 0.32 0.27
C -3.7442 -1.3818 4.6737 -0.16 0.20 -0.10
N -0.3978 3.6895 1.5739 0.10 0.42 0.32
C -0.3491 5.0128 1.3725 0.01 0.20 -0.20
C -0.6116 5.2628 0.0427 0.02 -0.04 0.09
C -0.8281 4.0034 -0.5194 -0.07 -0.03 0.05
N -0.6876 3.0743 0.4246 0.05 -0.83 -0.35
C -1.1886 3.6429 -1.9280 0.06 -0.07 -0.12
C 0.0533 3.2507 -2.7235 -0.12 -0.07 0.18
C -1.9163 4.7813 -2.6392 -0.06 -0.18 0.19
H 5.7978 3.8336 0.8153 0.09 0.04 -0.07
H 4.2182 4.3059 1.4651 -0.01 0.08 -0.04
H 5.4140 3.5516 2.5136 0.03 0.00 0.09
H 4.0815 2.1623 0.1278 0.02 0.01 0.13
H 5.8685 1.0599 2.3539 0.06 -0.07 0.15
H 5.1587 0.1332 1.0145 -0.01 -0.16 0.00
H 6.3784 1.3596 0.6999 0.14 0.01 -0.04
H 4.1109 1.4289 4.0370 0.16 -0.01 0.18
H 1.4909 1.6767 4.7744 -0.08 0.05 0.24
H 0.1941 3.8602 3.6848 -0.14 0.23 0.14
H -1.6470 3.4439 5.1203 0.16 0.19 0.01
H -3.6785 1.6863 5.5418 -0.13 0.05 0.16
H -4.7621 0.0836 3.4856 0.09 -0.05 -0.03
H -2.7077 -1.7835 2.2849 0.20 -0.11 -0.05
H -4.4252 -1.6664 1.9023 -0.07 -0.11 -0.07
H -3.3212 -0.3736 1.4152 0.06 -0.15 -0.14
H -2.7363 -1.7632 4.8237 0.13 -0.04 0.04
H -4.0647 -0.9104 5.5984 0.00 -0.01 0.14
H -4.4065 -2.2209 4.4687 -0.10 -0.09 0.01
H -0.1381 5.6926 2.1740 0.08 0.05 0.19
H -0.6217 6.2105 -0.4529 -0.11 0.25 -0.07
H -1.8454 2.7658 -1.8743 0.10 0.16 -0.04
H 0.6520 4.1344 -2.9263 0.18 0.09 0.01
H 0.6513 2.5417 -2.1487 0.12 -0.09 -0.11
H -0.2310 2.8088 -3.6753 0.01 -0.09 -0.16
H -1.2367 5.6134 -2.8092 0.08 0.13 -0.04
H -2.2868 4.4449 -3.6057 -0.02 -0.01 -0.12
H -2.7583 5.1361 -2.0510 -0.01 0.06 -0.03
C 0.2161 -2.8647 -3.4943 0.15 0.24 0.28
C 1.0595 -1.8741 -2.6892 -0.06 0.12 -0.15
C 2.5504 -1.9927 -2.9981 -0.24 0.08 0.24
C 0.6031 -0.4216 -2.9036 0.35 0.03 -0.06
C 0.7690 0.0954 -4.3501 0.60 -0.13 0.30
O -0.5420 0.4757 -4.7330 -0.35 0.30 -0.44
C -1.3607 0.2246 -3.6873 0.67 -0.45 0.52
N -0.8204 -0.2588 -2.6372 -0.38 0.06 -0.13
C -2.7784 0.4620 -3.9612 -0.48 0.20 -0.28
C -3.1461 0.5220 -5.3090 0.07 -0.02 -0.03
C -4.4651 0.6771 -5.6801 -0.01 0.01 0.05
C -5.4406 0.7922 -4.7033 0.01 0.01 -0.05
C -5.0848 0.7508 -3.3696 0.03 0.00 -0.03
C -3.7588 0.5891 -2.9721 0.40 -0.02 0.00
P -3.3385 0.5201 -1.1781 -0.91 0.22 0.17
C -4.8638 -0.4189 -0.7191 0.21 -0.04 0.21
C -5.8700 0.0796 0.0993 0.10 0.05 -0.09
C -6.9639 -0.7057 0.4197 -0.15 -0.10 0.05
C -7.0734 -1.9921 -0.0804 -0.07 -0.02 0.05
C -6.0751 -2.4958 -0.8995 0.00 -0.18 -0.02
C -4.9696 -1.7219 -1.1988 0.03 0.10 0.02
C -3.8606 2.1867 -0.5998 0.08 -0.13 -0.10
C -4.5152 3.1531 -1.3529 -0.04 -0.05 0.02
C -4.8522 4.3674 -0.7777 -0.14 0.08 -0.05
C -4.5270 4.6382 0.5403 -0.08 0.00 0.00
C -3.8795 3.6772 1.2962 -0.04 0.07 0.15
C -3.5444 2.4658 0.7261 -0.17 -0.09 -0.18
H 0.5334 -3.8850 -3.2955 0.04 -0.19 0.00
H 0.3208 -2.6923 -4.5617 0.04 0.00 -0.20
H -0.8401 -2.7662 -3.2501 -0.10 -0.03 0.01
H 0.9346 -2.0702 -1.6170 0.00 0.01 -0.03
H 2.7552 -1.8174 -4.0505 0.06 -0.03 -0.18
H 2.9119 -2.9876 -2.7447 0.11 -0.13 -0.03
H 3.1044 -1.2507 -2.4219 0.12 0.02 0.04
H 1.1782 0.2055 -2.2049 -0.07 -0.09 -0.14
H 1.1172 -0.6693 -5.0482 0.02 0.08 0.02
H 1.4303 0.9651 -4.4034 -0.11 -0.10 -0.05
H -2.3823 0.4311 -6.0656 0.02 -0.01 -0.02
H -4.7294 0.7048 -6.7247 -0.04 0.01 -0.13
H -6.4765 0.9147 -4.9791 -0.12 0.02 -0.03
H -5.8545 0.8459 -2.6185 -0.06 -0.02 0.06
H -5.8063 1.0866 0.4830 0.00 0.10 0.04
H -7.7445 -0.3085 1.0520 -0.05 0.05 0.06
H -7.9333 -2.5989 0.1622 -0.07 -0.03 0.00
H -6.1678 -3.4917 -1.3101 0.03 -0.07 0.00
H -4.1885 -2.1121 -1.8393 0.04 -0.08 -0.11
H -4.7512 2.9785 -2.3925 -0.02 0.01 -0.04
H -5.3777 5.1060 -1.3659 0.01 0.09 -0.07
H -4.7796 5.5914 0.9770 -0.05 0.12 0.05
H -3.6316 3.8670 2.3287 0.07 0.04 0.16
H -3.0297 1.7249 1.3148 0.08 0.01 0.08
C 5.3624 -5.0164 0.2086 -0.21 0.02 0.12
C 3.9740 -4.6461 0.7222 0.25 -0.14 -0.06
C 3.7652 -3.1468 0.6367 -0.68 -0.56 0.30
S 2.1799 -2.6394 1.4273 0.84 0.34 0.60
O 1.8777 -1.3034 0.8987 -0.07 1.09 -0.44
C 2.6634 -2.4074 3.1904 -0.06 -0.32 -0.48
C 3.8970 -1.5588 3.4576 0.29 -0.11 -0.05
C 5.0614 -2.3650 4.0228 -0.11 0.12 -0.06
H 5.5030 -6.0937 0.2300 0.06 -0.07 -0.03
H 6.1305 -4.5577 0.8269 0.14 0.03 0.03
H 5.4917 -4.6689 -0.8133 0.08 0.00 -0.13
H 3.8717 -4.9717 1.7583 -0.04 -0.09 0.08
H 3.2174 -5.1699 0.1368 -0.12 0.01 0.05
H 3.6769 -2.8092 -0.3942 -0.16 0.14 -0.02
H 4.5798 -2.6110 1.1182 -0.10 0.25 0.13
H 2.7725 -3.4088 3.6015 -0.11 -0.19 0.17
H 1.7849 -1.9268 3.6118 -0.20 -0.09 -0.06
H 3.6297 -0.7838 4.1745 -0.08 -0.05 -0.12
H 4.1933 -1.0317 2.5509 -0.03 0.15 0.03
H 4.7469 -2.9098 4.9120 0.03 -0.06 0.07
H 5.8694 -1.6966 4.3108 0.11 -0.01 0.00
H 5.4556 -3.0845 3.3075 0.04 -0.12 -0.09
C -1.4875 -2.6760 -0.0727 0.57 0.11 0.55
Si -0.4524 -3.4676 1.2827 0.63 -0.86 0.27
C -0.6420 -3.0226 3.1179 0.16 -0.05 -0.76
C 0.3197 -5.1603 0.9362 -0.78 0.31 0.06
C 0.8856 -5.9186 1.9678 -0.21 0.22 -0.03
C 1.4348 -7.1608 1.7182 0.06 -0.02 0.06
C 1.4295 -7.6761 0.4310 0.02 0.10 -0.07
C 0.8830 -6.9364 -0.6057 0.10 -0.14 -0.06
C 0.3287 -5.6945 -0.3560 -0.18 0.28 0.20
H -2.3494 -3.3015 -0.3052 -0.03 -0.31 0.11
H -0.9275 -2.5069 -0.9898 0.12 -0.15 -0.05
H -1.8638 -1.6942 0.2169 0.05 -0.09 0.13
H -1.5947 -3.3935 3.4954 -0.16 -0.06 -0.13
H -0.6423 -1.9382 3.2445 -0.06 0.10 -0.06
H 0.1390 -3.4426 3.7509 0.04 -0.12 -0.19
H 0.8779 -5.5415 2.9792 0.04 0.05 0.19
H 1.8662 -7.7287 2.5287 0.01 -0.07 0.07
H 1.8494 -8.6499 0.2375 0.06 -0.12 -0.03
H 0.8857 -7.3324 -1.6095 -0.03 -0.04 -0.10
H -0.1152 -5.1394 -1.1668 -0.07 0.11 -0.21
C 3.4268 3.0761 -4.4695 -0.05 -0.04 0.02
As 3.5327 2.3202 -2.6498 0.35 0.20 -0.17
C 5.5124 2.2359 -2.6373 -0.14 -0.01 -0.04
C 3.2882 4.0229 -1.6744 -0.02 -0.11 0.09
H 4.0551 3.9620 -4.5441 0.06 0.03 0.03
H 2.4045 3.3607 -4.7101 -0.11 -0.01 0.05
H 3.7572 2.3491 -5.2114 0.03 -0.06 0.06
H 5.9382 3.1632 -3.0205 -0.05 0.03 0.01
H 5.8460 1.4125 -3.2730 -0.07 0.04 0.06
H 5.8908 2.0689 -1.6304 -0.05 -0.04 0.06
H 4.2476 4.4436 -1.3812 0.09 -0.01 -0.02
H 2.6864 3.8633 -0.7782 -0.01 -0.01 -0.04
H 2.7769 4.7387 -2.3134 -0.02 0.01 -0.05